(1)
This record from the Open Molecules 2025 dataset describes a structure of composition C28H21BrF6N7O6S2Sn at a distorted geometry. The level of theory is wB97M-V/def2-TZVPD.

Last column: Löwdin charge in e.
Atoms and positions in Å:
Sn (-0.10560, 0.78835, -1.62181)  1.492
C (6.71775, -0.53812, 1.69255)  -0.067
C (5.31626, -0.56489, 1.14167)  -0.301
C (4.53601, -1.71588, 1.17709)  -0.057
C (3.24484, -1.71775, 0.70283)  -0.028
C (2.60622, -0.56374, 0.17710)  -0.230
N (1.28498, -0.59746, -0.17955)  -0.059
C (0.54320, -1.63740, 0.39566)  -0.280
C (0.54480, -1.78149, 1.79345)  -0.045
C (-0.16847, -2.76223, 2.44455)  -0.055
C (-0.96053, -3.64910, 1.72266)  -0.277
C (-1.75722, -4.72524, 2.40728)  -0.046
C (-0.99921, -3.50702, 0.34759)  0.012
C (-0.24931, -2.54778, -0.33288)  -0.119
N (-0.29424, -2.54156, -1.75102)  -0.072
C (-1.01158, -3.37112, -2.54176)  -0.051
C (-0.80007, -2.99455, -3.84522)  -0.045
C (0.06553, -1.90222, -3.75413)  -0.147
N (0.36389, -1.64019, -2.48962)  -0.020
C (3.45424, 0.56633, 0.05080)  -0.122
C (4.75980, 0.54507, 0.53387)  -0.001
N (3.06085, 1.76851, -0.59268)  -0.098
C (3.45435, 3.00710, -0.23099)  -0.064
C (3.13658, 3.86024, -1.26177)  -0.062
C (2.53803, 3.03814, -2.22137)  -0.176
N (2.49373, 1.77704, -1.80491)  -0.002
H (6.86055, -1.33995, 2.41637)  0.068
H (6.92345, 0.41267, 2.18547)  0.071
H (7.45527, -0.66650, 0.89607)  0.074
H (4.95459, -2.62993, 1.58403)  0.107
H (2.68176, -2.63905, 0.73504)  0.110
H (1.14285, -1.08360, 2.36516)  0.126
H (-0.12757, -2.83020, 3.52526)  0.111
H (-1.48870, -4.79032, 3.46076)  0.074
H (-1.57044, -5.69592, 1.94518)  0.076
H (-2.82744, -4.52177, 2.33851)  0.069
H (-1.64867, -4.17383, -0.20185)  0.112
H (-1.62896, -4.16390, -2.16800)  0.117
H (-1.23470, -3.43114, -4.72534)  0.094
H (0.50279, -1.30612, -4.53711)  0.106
H (5.36886, 1.43378, 0.41765)  0.114
H (3.90694, 3.20501, 0.72361)  0.126
H (3.29270, 4.92221, -1.30244)  0.093
H (2.16573, 3.29131, -3.19903)  0.106
F (-5.57478, 3.62939, -1.93191)  0.142
C (-4.63677, 4.25906, -1.22785)  -0.670
F (-4.19122, 5.28361, -1.96342)  0.122
F (-5.20984, 4.76269, -0.13079)  0.126
S (-3.21633, 3.14612, -0.76266)  0.571
O (-2.59203, 2.84117, -2.02261)  -0.332
O (-3.80040, 2.11744, 0.02633)  -0.246
N (-2.37842, 4.19044, 0.08770)  -0.289
S (-0.80920, 4.19990, -0.00015)  0.582
O (-0.24122, 5.01641, 1.01959)  -0.265
O (-0.15665, 2.90789, -0.19766)  -0.467
C (-0.43732, 5.19273, -1.55931)  -0.649
F (-0.32151, 4.50052, -2.69035)  0.123
F (-1.39189, 6.11208, -1.73572)  0.124
F (0.71807, 5.85117, -1.38230)  0.110
Br (-1.78807, 0.32706, 4.02289)  0.737
C (-2.77978, -0.61442, 2.71090)  -0.656
C (-3.77966, -1.48456, 3.11224)  -0.203
N (-4.50263, -2.17250, 2.23806)  0.066
C (-4.24781, -2.00252, 0.94444)  -0.083
C (-3.25343, -1.16352, 0.45601)  -0.109
C (-2.49330, -0.44999, 1.37108)  -0.071
C (-3.03216, -1.04764, -1.04503)  -0.600
O (-3.82433, -1.60096, -1.79504)  0.050
O (-1.98924, -0.39585, -1.41315)  -0.263
H (-4.00818, -1.63195, 4.16105)  0.096
H (-4.86116, -2.56688, 0.25370)  0.117
H (-1.70454, 0.20732, 1.03523)  0.102

As for the highest occupied orbital energy: -4.7249 eV. The multiplicity is 1. The relative energy (zero: lowest compared OMol25 entry of this formula, charge and spin) comes out at 1.2202 eV. As for the net charge: -1.

(2)
This record from the Open Molecules 2025 dataset describes a structure of composition C28H22BF2IMnN4O5 at a distorted geometry. The level of theory is wB97M-V/def2-TZVPD.

Last column: Löwdin charge in e.
Atoms and positions in Å:
Mn (1.19976, 0.99201, 0.89461)  0.617
O (-2.84861, 1.16289, -1.80021)  0.086
C (-2.24981, 1.52119, -2.94296)  -0.249
C (-3.06938, 2.06699, -3.93971)  -0.024
C (-2.54440, 2.45756, -5.15327)  -0.114
C (-1.18217, 2.31389, -5.40789)  -0.117
C (-0.37028, 1.78435, -4.42146)  -0.036
C (-0.87668, 1.38595, -3.18732)  -0.050
C (0.04767, 0.86322, -2.14868)  -0.346
O (-0.49869, 0.28687, -1.10210)  0.054
N (1.29664, 1.04684, -2.27224)  0.128
N (1.98919, 0.60855, -1.14960)  -0.004
C (3.06247, -0.01021, -1.40018)  -0.064
C (3.95971, -0.59624, -0.41781)  -0.134
C (5.18009, -1.10720, -0.87336)  -0.074
C (6.07033, -1.73762, -0.03080)  -0.134
C (5.71775, -1.87882, 1.32048)  -0.113
C (4.51864, -1.40215, 1.79504)  -0.016
C (3.59530, -0.74629, 0.94349)  -0.371
O (2.46526, -0.32566, 1.40478)  -0.245
H (-2.19217, 0.72708, -1.22161)  0.090
H (-4.12532, 2.17113, -3.71898)  0.110
H (-3.20075, 2.87461, -5.91031)  0.090
H (-0.76322, 2.61134, -6.36060)  0.084
H (0.69446, 1.66968, -4.58049)  0.105
H (3.32534, -0.13491, -2.45098)  0.128
H (5.42040, -0.99597, -1.92761)  0.100
H (7.00954, -2.12355, -0.40584)  0.078
H (6.40213, -2.37204, 2.00471)  0.089
H (4.23800, -1.50296, 2.83573)  0.111
C (0.87837, -4.03825, 0.75856)  -0.016
C (-0.20015, -3.43068, 1.61533)  -0.262
N (-0.84393, -4.23981, 2.48416)  0.070
C (-1.85434, -3.68571, 3.16723)  -0.144
C (-2.22761, -2.35972, 3.10236)  -0.180
C (-3.39276, -1.86012, 3.88596)  -0.231
O (-4.57182, -1.63820, 3.08003)  -0.084
C (-1.49386, -1.46980, 2.26742)  -0.091
C (-1.74453, -0.06972, 2.22549)  -0.091
N (-0.80108, 0.81199, 1.85703)  0.006
C (-1.09258, 2.10225, 1.42614)  -0.341
C (-2.20729, 2.90557, 1.68324)  -0.041
C (-2.27298, 4.16051, 1.07448)  -0.126
C (-1.25624, 4.60171, 0.23179)  -0.128
C (-0.13734, 3.78776, 0.00340)  -0.143
C (-0.06311, 2.55171, 0.60046)  -0.266
I (2.82187, 2.82610, 1.99022)  0.127
C (-0.50704, -2.09158, 1.45455)  -0.169
O (0.13021, -1.39576, 0.46654)  0.065
H (1.07754, -5.05197, 1.10786)  0.065
H (1.79217, -3.44047, 0.79687)  0.078
H (0.57153, -4.06832, -0.29058)  0.080
H (-2.40341, -4.35584, 3.83155)  0.096
H (-3.12533, -0.93046, 4.39822)  0.106
H (-3.68105, -2.59252, 4.64052)  0.103
H (-4.26770, -1.30308, 2.22902)  0.069
H (-2.73977, 0.29445, 2.47513)  0.098
H (-3.00145, 2.56271, 2.33646)  0.090
H (-3.13031, 4.79976, 1.25903)  0.081
H (-1.32215, 5.57615, -0.24139)  0.079
H (0.66374, 4.14348, -0.64025)  0.090
F (-1.77070, -1.69147, -0.94832)  0.158
B (-0.45409, -1.22917, -0.85110)  -1.071
F (0.35600, -1.79205, -1.85221)  0.139

As for the highest occupied orbital energy (spin up / spin down): -0.1041 / -2.4804 eV. The multiplicity is 6. The relative energy (zero: lowest compared OMol25 entry of this formula, charge and spin) comes out at 0.0000 eV. As for the net charge: -2.

(3)
This record from the Open Molecules 2025 dataset describes a structure of composition C28H22BrCsN10O. The level of theory is wB97M-V/def2-TZVPD.

Last column: Löwdin charge in e.
Atoms and positions in Å:
Cs (-0.53517, 0.04000, 0.09239)  0.896
C (5.12091, 1.27443, -1.38258)  -0.119
C (4.58706, 2.38976, -0.74583)  -0.098
C (3.57447, 2.25147, 0.18946)  -0.046
C (3.06231, 0.98903, 0.51885)  -0.344
C (3.60916, -0.12338, -0.12765)  -0.047
C (4.62518, 0.01792, -1.06138)  -0.108
N (1.96723, 0.83333, 1.36926)  -0.059
C (2.02965, 1.18261, 2.63481)  -0.255
C (3.28765, 1.51813, 3.28438)  -0.031
C (3.37074, 1.83057, 4.59739)  -0.095
C (2.21438, 1.85864, 5.42917)  -0.114
C (1.01525, 1.55264, 4.87840)  -0.052
C (0.86284, 1.21075, 3.50095)  -0.223
N (-0.37017, 0.94556, 2.96768)  -0.027
N (-1.34739, 1.00531, 3.78381)  0.015
C (-2.62927, 0.77474, 3.25626)  -0.335
C (-3.66709, 0.87408, 4.19565)  -0.023
C (-4.96790, 0.68904, 3.79121)  -0.078
C (-5.22567, 0.40251, 2.45208)  -0.081
C (-4.14259, 0.31239, 1.60029)  -0.162
N (-2.87318, 0.48770, 1.97515)  0.011
H (5.90755, 1.38308, -2.11783)  0.097
H (4.96372, 3.37825, -0.98149)  0.099
H (3.15726, 3.12279, 0.68111)  0.116
H (3.21749, -1.10408, 0.11999)  0.106
H (5.03400, -0.86302, -1.54332)  0.102
H (4.18559, 1.48737, 2.68246)  0.102
H (4.34178, 2.05511, 5.02510)  0.099
H (2.29671, 2.11468, 6.47678)  0.089
H (0.11671, 1.56201, 5.47790)  0.093
H (-3.40747, 1.10267, 5.21954)  0.107
H (-5.77824, 0.76840, 4.50513)  0.104
H (-6.23023, 0.25580, 2.08094)  0.096
H (-4.29824, 0.08682, 0.54890)  0.085
O (-6.94671, -1.27250, -3.37702)  0.085
C (-5.72403, -1.27409, -2.80115)  -0.309
C (-5.20504, -2.37247, -2.12143)  0.001
C (-3.94434, -2.25647, -1.57263)  -0.129
N (-3.19243, -1.15545, -1.65296)  0.001
C (-3.71837, -0.14069, -2.30582)  -0.748
Br (-2.65893, 1.43223, -2.41623)  0.716
C (-4.96562, -0.11788, -2.90343)  -0.038
H (-7.37605, -2.12463, -3.23776)  0.116
H (-5.76934, -3.29068, -2.02051)  0.117
H (-3.51010, -3.08877, -1.03125)  0.115
H (-5.34066, 0.74992, -3.42358)  0.118
N (1.64565, -4.39572, -2.21922)  0.020
C (0.73841, -3.84622, -1.40330)  -0.161
N (0.69197, -2.54578, -1.58718)  0.099
C (1.63104, -2.34778, -2.55754)  -0.319
N (2.23194, -3.44503, -2.97032)  0.121
C (1.99792, -1.02133, -3.09859)  -0.220
C (3.00814, -0.90135, -4.04943)  -0.082
N (3.40880, 0.27897, -4.50349)  0.096
C (2.80230, 1.34373, -3.98741)  -0.118
C (1.77642, 1.22326, -3.06277)  -0.113
N (1.35984, 0.04275, -2.62485)  0.102
H (1.92124, -5.35771, -2.31471)  0.154
H (0.14835, -4.41862, -0.70605)  0.126
H (3.49618, -1.78401, -4.44256)  0.111
H (3.13800, 2.31823, -4.31962)  0.109
H (1.28036, 2.10101, -2.66411)  0.112

As for the highest occupied orbital energy: -5.9536 eV. The multiplicity is 1. The relative energy (zero: lowest compared OMol25 entry of this formula, charge and spin) comes out at 0.0347 eV. As for the net charge: 0.